The following is a quantum chemistry calculation of one molecule with the formula C3H4N2O, from the OMol25 dataset.

Output
LUMO level = 0.023 hartree
SMILES = Oc1ccn[nH]1
Energy above the lowest of the compared OMol25 structures with the same formula, charge and spin = 27.5 kcal/mol
Largest force on an atom = 0.007 hartree/bohr

```
10
Properties=species:S:1:pos:R:3:forces:R:3:mulliken_charge:R:1
H -2.22910 0.25238 1.13700 -0.037 0.087 -0.174 0.35
N -0.24651 -1.08871 -0.36064 -0.237 0.088 -0.161 0.26
C 1.49559 0.07506 -0.15914 0.109 -0.050 -0.050 -0.28
H 2.55465 0.29966 -0.15997 -0.161 -0.013 -0.011 0.42
O -2.01874 0.35233 0.19878 -0.017 0.005 0.112 -0.53
C -0.68743 0.13195 0.03178 0.346 -0.116 -0.073 0.33
C 0.41987 0.93176 0.17284 -0.099 0.001 0.021 -0.43
H 0.44056 1.97965 0.43134 0.013 -0.180 0.098 0.36
N 1.08980 -1.13672 -0.50234 0.051 0.288 -0.003 -0.77
H -0.81870 -1.79736 -0.78964 0.029 -0.110 0.241 0.28
```
Positions in Å, forces in eV/Å.